Molecular formula: C26H28BNO3P2Ti
Method: DFT, ωB97M-V/def2-TZVPD

Atoms and positions in Å:
1 C -2.4334 2.5991 -3.2825
2 C -2.1671 1.3364 -2.7762
3 C -0.7930 0.8791 -2.7868
4 C 0.2269 1.9038 -2.7510
5 C -0.1117 3.2533 -3.0194
6 C -1.4045 3.5505 -3.4230
7 C 1.5329 1.4894 -2.4526
8 C 1.8736 0.1323 -2.4216
9 C 0.7818 -0.8169 -2.4890
10 C 1.1040 -2.2035 -2.1932
11 C 2.4095 -2.6223 -2.3660
12 C 3.4599 -1.6908 -2.4619
13 C 3.2108 -0.3346 -2.3492
14 H -3.4635 2.8909 -3.5233
15 H 0.7064 3.9647 -2.9866
16 H -1.6096 4.5295 -3.8112
17 H 2.1313 2.1516 -1.8137
18 H 2.6476 -3.6898 -2.3768
19 H 4.4754 -2.0188 -2.5825
20 H 3.9830 0.4340 -2.3069
21 N -0.4494 -0.4242 -2.8833
22 Ti -0.6516 -0.2215 0.2572
23 C -3.2564 0.5206 -2.1122
24 H -3.2857 -0.5140 -2.4765
25 H -4.2553 0.9785 -2.1846
26 C 0.0573 -3.1272 -1.5974
27 H -0.8633 -3.1404 -2.2002
28 H 0.4314 -4.1517 -1.4402
29 P -2.9282 0.3842 -0.2655
30 P -0.4725 -2.5713 0.0970
31 C 0.7787 -3.1689 1.2483
32 H 0.2734 -3.4594 2.1852
33 H 1.2705 -4.0401 0.7866
34 H 1.5178 -2.3855 1.4803
35 C -1.9903 -3.4805 0.4560
36 H -1.7076 -4.5418 0.5156
37 H -2.4057 -3.1302 1.4127
38 H -2.7209 -3.3046 -0.3482
39 C -3.2334 2.0544 0.3860
40 H -4.2679 2.3378 0.1271
41 H -3.1105 2.0449 1.4824
42 H -2.5263 2.7860 -0.0379
43 C -4.2187 -0.6371 0.4245
44 H -4.0654 -0.7261 1.5032
45 H -5.1715 -0.1438 0.2182
46 H -4.1914 -1.6325 -0.0235
47 C -1.2485 -0.3852 2.0564
48 O -1.4320 -0.3770 3.2340
49 H 0.3589 0.7487 0.8865
50 O 2.0975 -0.2499 2.2229
51 B 1.1914 0.7195 1.7555
52 O 1.4710 2.0568 2.0786
53 C 2.3398 1.8571 3.0633
54 C 2.6927 2.8264 3.9899
55 C 3.4344 2.3859 5.0691
56 C 3.7761 1.0542 5.2179
57 C 3.4020 0.0601 4.2864
58 C 2.6941 0.4976 3.1843
59 H 2.3628 3.8573 3.8238
60 H 3.7302 3.1355 5.8010
61 H 4.3557 0.7475 6.0795
62 H 3.6564 -0.9785 4.4136

The value obtained for the HOMO energy (alpha / beta) is -9.757 / -9.364 eV. The gap between HOMO and LUMO (alpha / beta) is 5.745 / 5.354 eV. Its multiplicity is 2. The expectation value of S² is 0.775. As for the net charge: +1. As for the total energy: -77411.298 eV.